C28H42As3N2O9P2Ti as an isolated structure, computed with ωB97M-V/def2-TZVPD.

The geometry in ORCA input format:
```
! RIJCOSX wB97M-V def2-TZVPD def2/J DEFGRID3
* xyz 0 2
Ti 1.3679 0.0059 1.2514
C 1.7530 -1.8425 3.9427
O 1.8339 -0.4869 3.3695
C 2.8016 0.3741 3.8704
C 3.5127 0.1564 5.0005
C 4.2074 1.2193 5.5650
C 4.1517 2.5217 5.0536
C 3.4936 2.7420 3.8192
C 2.8711 1.6444 3.1851
N 2.0342 1.7117 2.1059
N 1.5855 2.8567 1.5672
C 0.2296 2.9658 1.4615
C -0.6998 1.8903 1.7335
O -0.3159 0.6862 2.0440
C -2.0405 2.2060 1.9058
C -2.5367 3.4657 1.7612
C -1.6783 4.5427 1.4558
C -2.0920 5.8510 1.6476
C -1.2350 6.8769 1.3399
C 0.1014 6.5964 0.8825
C 0.5962 5.2973 0.7808
C -0.2710 4.2749 1.1394
H 1.5333 -1.7568 5.0294
H 2.6625 -2.3802 3.6921
H 0.9008 -2.2481 3.3959
H 3.5501 -0.8703 5.3959
H 4.8730 1.0276 6.3798
H 4.5395 3.3244 5.6862
H 3.4199 3.6939 3.3325
H -2.7044 1.3567 2.0820
H -3.5708 3.7196 1.9817
H -3.1007 5.9280 2.0494
H -1.5477 7.9065 1.4392
H 0.7185 7.4487 0.5657
H 1.6516 5.0658 0.6204
C 2.3469 0.1841 -2.6400
As 0.7315 0.2941 -1.4391
C 0.2985 2.1938 -1.9247
C -0.3971 -0.8494 -2.6969
C -1.9298 -0.9909 -2.7494
C -2.6281 0.3497 -2.3398
C -2.3739 -2.1917 -1.8498
As -3.1105 -1.8643 -0.0246
C -2.9095 -3.7579 0.6341
C -5.1284 -1.7772 -0.3564
C -2.2835 -1.2542 -4.2305
As -1.7980 -2.8109 -5.3848
C 0.2288 -2.9915 -5.2867
C -2.2526 -4.3325 -4.2030
H 2.0140 0.3249 -3.6737
H 2.7260 -0.8574 -2.4012
H 3.0406 0.9438 -2.2721
H 0.2132 2.3294 -3.0032
H 1.0556 2.8397 -1.4917
H -0.6987 2.3210 -1.4511
H 0.0132 -1.8580 -2.5471
H -0.0694 -0.5197 -3.7428
H -2.4393 0.5604 -1.2708
H -3.6876 0.1811 -2.5194
H -2.2156 1.1610 -2.9560
H -1.6709 -3.0084 -1.8297
H -3.2764 -2.6386 -2.3562
H -3.7647 -4.3090 0.1611
H -3.0569 -3.7373 1.6898
H -1.9918 -4.2449 0.2713
H -5.3984 -2.2939 -1.3119
H -5.4029 -0.7499 -0.3586
H -5.6195 -2.3056 0.4783
H -1.9637 -0.4327 -4.8757
H -3.3940 -1.2572 -4.3243
H 0.7102 -2.0607 -5.6299
H 0.5119 -3.7681 -5.9961
H 0.5306 -3.2296 -4.2491
H -3.2696 -4.2730 -3.7289
H -1.4637 -4.4499 -3.4547
H -2.2260 -5.1933 -4.8843
O 1.2593 -4.2994 1.3697
P 1.1351 -3.1582 0.2917
O 0.2720 -3.5398 -0.8247
O 0.8211 -1.8780 1.1669
O 2.7450 -2.9806 -0.1460
P 3.6631 -1.8499 0.5720
O 4.8618 -1.8510 -0.4770
O 4.0193 -2.1565 1.9636
O 3.0138 -0.4287 0.3455
H 2.1265 -4.1946 1.8120
H 5.4866 -1.1104 -0.3870
*
```

Values from the calculation:
lowest unoccupied orbital energy (alpha / beta) = -1.05 / -1.37 eV
energy relative to the best compared isomer or geometry (same formula, charge and spin) = 38.1 kcal/mol
highest occupied orbital energy (alpha / beta) = -6.7357 / -7.4763 eV
HOMO-LUMO gap (alpha / beta) = 5.69 / 6.11 eV